(1)
129
Properties=species:S:1:pos:R:3:lowdin_charge:R:1 method="wB97M-V/def2-TZVPD" de_lowest_kj_mol=947.6 e_homo_ha=-0.1403 charge=-1 e_tot_ha=-5326.403858 e_lumo_ev=1.593
Cl -1.6400 -2.5715 0.7680 0.283
S -4.4807 -4.5987 0.7922 0.474
S -4.9568 0.3277 1.5978 0.118
P -2.5801 -1.0967 -0.5167 0.079
P -3.0270 -0.0007 1.3671 0.258
P -3.5338 0.4538 -1.7536 0.652
O 2.3162 1.4065 -9.4566 0.085
O 3.6833 2.0774 -3.8776 -0.036
O 5.9471 4.4857 -7.2662 0.093
O 1.4715 1.4225 -7.3314 0.034
O 7.9297 3.3761 -7.5279 0.034
O 4.0667 -1.2396 -0.3129 -0.135
O 4.1224 -1.7070 2.1486 -0.036
O -3.1409 0.3529 -3.4616 -0.283
O -5.2027 -1.5971 4.2012 -0.023
O 3.3514 3.4948 0.8974 0.023
O 5.5768 0.8652 -4.2972 0.092
O -2.4025 -4.3430 7.9232 0.030
O -7.0645 -0.7858 7.7510 0.093
O -4.6460 -4.7707 8.0425 0.089
O -4.0113 -4.0903 -2.4462 -0.180
O -5.1239 0.1660 -1.7112 -0.464
O -3.4565 -0.1628 4.5540 0.019
O -8.4502 -0.5812 5.9431 0.019
O 1.1079 3.0671 1.0167 0.086
O -3.3942 2.0764 -1.0912 -0.274
N -4.1869 -1.8220 -0.3365 -0.244
C 2.6807 -0.7498 -0.3354 -0.187
C -0.8688 -0.2537 -0.5309 -0.448
C 5.6031 3.2750 -4.5136 -0.086
C -3.2065 -5.2992 9.9141 -0.083
C -8.9395 1.6930 6.1113 -0.170
C 1.7855 0.7508 -6.1123 -0.154
C -2.2020 -2.2350 -1.9996 -0.312
C -3.5360 -4.7772 8.5484 -0.426
C 3.3163 3.4517 -3.9877 -0.167
C -3.9462 -1.9013 6.1641 -0.082
C 2.2912 0.9614 -8.3211 -0.462
C 4.4762 3.2409 1.7377 -0.172
C 6.8820 4.1337 -7.9664 -0.438
C 2.1601 -0.3014 -1.8605 -0.121
C -5.8197 -2.6437 4.9492 -0.152
C 2.5474 2.5386 2.8883 -0.079
C -7.7009 -0.0927 6.9746 -0.459
C -1.2777 -4.5969 8.7635 -0.165
C -8.9638 0.5094 5.1799 -0.158
C -0.4483 0.6335 -1.8011 -0.254
C -4.1521 -2.9132 0.5413 -0.703
C 4.6089 4.2181 -3.8847 -0.152
C 1.1798 0.9882 -1.6284 -0.189
C 8.8871 3.2483 -8.5781 -0.169
C 3.1761 -0.1279 -7.7950 -0.087
C 2.2179 3.0606 1.5226 -0.465
C 3.9144 3.1268 3.1307 -0.168
C 7.0757 4.5013 -9.4064 -0.081
C -1.8395 -4.7109 10.1564 -0.171
C -3.4894 -2.7701 -2.8533 -0.282
C 4.9986 1.9363 -4.2159 -0.453
C -4.1326 -1.1173 4.9005 -0.473
C 2.4658 -0.5277 -6.5265 -0.157
C -7.7408 1.4055 6.9794 -0.085
C 4.0911 -2.1520 0.8790 -0.285
C 8.1209 3.5087 -9.8486 -0.169
C -4.7528 -3.1447 5.8870 -0.171
C 4.0141 -3.7752 0.4918 -0.019
H -3.8778 -0.1006 -3.9698 0.072
H 6.5913 3.3715 -4.0580 0.136
H -8.3224 0.6560 4.3045 0.139
H -2.3913 1.2833 1.4490 -0.046
H -2.8923 -2.1357 6.3309 0.119
H -6.8169 1.7891 6.5376 0.141
H 2.8182 3.6042 -4.9510 0.131
H -0.5610 -3.7748 8.6787 0.131
H 1.7127 -1.2923 -6.7527 0.124
H -5.1571 -3.6138 6.7879 0.080
H 7.4405 5.5304 -9.4667 0.137
H -3.9302 -4.9509 10.6545 0.132
H 1.8237 2.8869 3.6288 0.134
H 3.8113 4.1256 3.5721 0.121
H 4.5684 5.1976 -4.3685 0.122
H 0.8672 0.5604 -5.5492 0.134
H -0.7962 -5.5229 8.4323 0.130
H 2.6216 3.7134 -3.1842 0.126
H -1.2165 -5.3121 10.8240 0.118
H 3.2379 -0.9604 -8.4996 0.129
H 1.9865 -1.6102 0.0896 0.124
H -7.8764 1.7930 7.9918 0.128
H -9.9778 0.2774 4.8414 0.128
H 9.6840 3.9816 -8.4155 0.129
H 5.1929 4.0630 1.6529 0.125
H -4.3860 -2.0254 -2.9486 0.101
H -1.9426 -3.7122 10.5979 0.124
H 8.7513 3.8714 -10.6648 0.120
H -0.9455 1.7155 -1.8829 0.112
H 1.2717 1.5096 -0.5853 0.079
H -2.5773 2.1780 -0.5233 0.031
H 5.6608 3.4081 -5.5975 0.093
H -6.1665 -3.4277 4.2696 0.129
H 2.6130 0.1320 0.4424 0.127
H -3.1794 -6.3920 9.8821 0.136
H -0.6752 0.4007 0.4494 0.080
H 3.1381 0.1126 -2.4039 0.111
H -1.4313 -1.8075 -2.7672 0.080
H 1.4366 1.8244 -2.4403 0.100
H 3.1333 -0.9283 -5.7590 0.122
H -0.5413 0.1628 -2.8640 0.092
H -9.8466 1.6985 6.7279 0.119
H -4.1247 -3.8831 5.3739 0.130
H 4.9577 2.3149 1.4066 0.131
H 4.1687 0.2841 -7.5931 0.132
H 7.6323 2.5854 -10.1830 0.126
H 4.1871 -4.4109 1.4587 0.088
H 1.6756 -1.2090 -2.4175 0.123
H -0.0783 -1.1449 -0.4344 0.042
H 4.5374 2.5257 3.7982 0.121
H 9.3207 2.2441 -8.5616 0.130
H 2.4398 1.3958 -5.5166 0.100
H -2.6475 -0.8342 2.5166 -0.041
H 4.8587 -3.9746 -0.3151 0.098
H -3.0936 -2.9252 -3.9704 0.116
H 4.8657 4.3723 -2.8296 0.121
H -3.3570 -4.6002 -1.8845 0.059
H -1.6850 -3.2120 -1.5463 0.068
H -6.6817 -2.2302 5.4831 0.103
H -8.8813 2.6512 5.5883 0.121
H 2.9319 -4.0276 0.0751 0.103
H 2.5745 1.4458 2.8563 0.135
H -4.3541 -1.3301 7.0026 0.126
H 6.1478 4.3852 -9.9712 0.136



(2)
13
Properties=species:S:1:pos:R:3:lowdin_charge:R:1 method="wB97M-V/def2-TZVPD" de_lowest_kj_mol=164.0 e_homo_ha=-0.3634 e_tot_ha=-232.383181 e_lumo_ev=1.147
O 0.1808 -1.3837 -0.5810 -0.030
C -1.7338 0.2438 0.2143 -0.047
C -0.6544 -0.7888 0.3872 -0.317
C 1.5588 0.6038 -0.5997 -0.038
C 0.7986 -0.4182 0.2605 -0.291
H 1.9401 0.0409 -1.4610 0.082
H -1.3837 1.0580 -0.4201 0.072
H 2.4477 0.9912 -0.0934 0.069
H 1.3825 -0.7414 1.1266 0.127
H -2.7162 -0.1183 -0.1152 0.077
H 1.0169 1.4552 -1.0227 0.069
H -1.8666 0.6444 1.2301 0.086
H -0.9706 -1.5870 1.0744 0.139



(3)
49
Properties=species:S:1:pos:R:3:lowdin_charge:R:1 method="wB97M-V/def2-TZVPD" de_lowest_kj_mol=0.0 e_homo_ha="-0.1245 / -0.1627" e_tot_ha=-2435.506760 e_lumo_ev="0.359 / 0.435" multiplicity=6
Dy 0.9106 0.6931 -0.0454 1.053
P -0.6748 1.0820 2.3278 0.766
P 0.6999 -1.5659 -1.8531 0.805
O 2.0731 1.2202 -1.7811 -0.506
O 2.5924 -0.1156 1.1254 -0.349
O 0.4409 1.5504 -3.6178 -0.171
O 3.0890 -1.4721 2.8718 -0.124
N -1.5214 0.0837 -0.4691 -0.010
C 4.4906 -1.0976 2.8118 -0.050
C 2.3161 -1.0754 1.9260 -0.558
C -3.1364 -0.2559 -2.2465 -0.032
C -4.1904 0.0185 -1.3765 -0.053
C -2.3436 0.4755 1.8642 -0.309
C -0.7031 -0.6923 -2.6927 -0.326
C -1.8316 -0.3234 -1.7454 -0.315
C 2.0039 -1.5643 -3.1376 -0.270
C -0.6417 0.5970 4.0761 -0.278
C -1.0463 2.8715 2.4703 -0.301
C -3.8910 0.2805 -0.0413 -0.047
C 0.1485 -3.3075 -1.8649 -0.287
C -2.5655 0.2815 0.3876 -0.326
H -1.0828 -1.3566 -3.4933 0.091
H 4.5810 -0.0386 2.5355 0.084
H -0.3174 0.3248 -3.1969 0.061
H 0.3788 0.7514 4.4531 0.047
H -1.7764 2.9958 3.2845 0.039
H 0.1048 -3.6745 -2.9049 0.041
H -1.4552 3.2553 1.5225 0.047
H -3.0699 1.2062 2.2421 0.090
H -2.5009 -0.4687 2.4070 0.099
H 1.3554 -1.6114 1.8366 0.090
H -0.1111 3.3961 2.7171 0.037
H 2.9226 1.7065 -1.7517 0.029
H 1.2012 1.6480 -2.8574 0.010
H -0.9294 -0.4594 4.1710 0.047
H 1.6692 -2.1031 -4.0345 0.045
H 5.0138 -1.7690 2.1098 0.090
H 1.2805 3.0365 -0.1551 0.034
H -3.2911 -0.5092 -3.3023 0.119
H -5.2180 0.0303 -1.7474 0.111
H 2.8791 -2.0679 -2.7061 0.046
H 2.2968 -0.5355 -3.3803 0.025
H -0.8398 -3.3900 -1.3837 0.042
H -4.6884 0.4685 0.6846 0.116
H 0.8911 -3.8872 -1.2896 0.040
H 1.1041 3.0501 0.5800 0.026
H -1.3461 1.2348 4.6294 0.041
H -0.0576 2.3676 -3.8042 0.058
H 4.7866 -1.2845 3.8448 0.083